{"formula": "C5H14N", "method": "the ωB97M-V functional and the def2-TZVPD basis", "elements": ["H", "H", "C", "H", "C", "N", "H", "C", "H", "H", "C", "C", "H", "H", "H", "H", "H", "H", "H", "H"], "coordinates": [[-0.678605, 2.444546, 0.984263], [-1.083344, -0.482288, -2.137400], [0.756187, 1.215353, -1.168950], [0.765494, -0.629332, 0.561295], [-0.692706, 1.076023, -0.698377], [1.100620, -1.292933, 1.267068], [1.060703, 2.255998, -1.070359], [-1.278592, -0.279427, -1.086790], [-2.345040, -0.376511, -0.895903], [0.976934, -3.000112, 0.157430], [-0.811297, 1.379869, 0.803161], [1.107973, -2.554889, 1.137881], [-0.008012, 0.895319, 1.364858], [-1.755484, 1.054951, 1.232426], [-1.243619, 1.846517, -1.234525], [1.234671, -3.173214, 2.015898], [-0.782118, -1.097647, -0.548231], [1.504914, 0.627716, -0.625761], [0.850551, 0.957334, -2.222649], [1.320765, -0.867278, 2.164673]], "forces_ev_per_a": [[-0.073, 0.039, 0.074], [-0.162, 0.025, -0.136], [-0.131, 0.388, -0.243], [0.457, -0.258, -0.340], [0.070, -0.130, 0.199], [-0.151, 0.045, 0.525], [0.168, 0.026, 0.061], [0.382, -0.114, 0.009], [-0.022, 0.106, 0.050], [-0.316, 0.035, 0.055], [0.150, 0.026, -0.315], [-0.045, 0.083, -0.209], [-0.027, 0.042, 0.154], [-0.128, 0.060, -0.030], [-0.192, -0.002, -0.043], [0.399, -0.081, -0.012], [-0.114, -0.067, 0.069], [-0.075, -0.106, 0.092], [0.019, -0.052, -0.034], [-0.210, -0.066, 0.074]], "mulliken_charge": [0.3877, 0.3701, -1.2537, 0.1792, 0.2745, -0.0350, 0.3643, -1.0505, 0.4004, 0.3058, -1.0968, -0.1647, 0.1913, 0.3849, 0.3915, 0.2964, 0.0045, 0.3655, 0.3743, 0.3102], "gap_ev": 9.4, "total_charge": 1, "de_lowest_kcal_mol": 31.8, "e_tot_ha": -253.36758, "homo_energy_ev": -15.11, "e_lumo_ev": -5.682}



{"formula": "C5H14N", "method": "the ωB97M-V functional and the def2-TZVPD basis", "elements": ["C", "H", "H", "H", "C", "N", "H", "H", "H", "H", "C", "H", "C", "H", "H", "H", "H", "H", "H", "C"], "coordinates": [[2.075847, 1.131729, -0.410943], [-1.799993, -1.665918, -1.363608], [-0.593522, -1.459761, 0.782541], [-0.102963, -2.231981, -1.406701], [-0.757879, -1.374277, -1.287675], [-0.526631, -0.754744, 0.047850], [-1.963065, 1.688919, 1.942822], [-0.292701, 1.150056, 1.980489], [-1.575551, 0.041451, 2.510962], [0.433646, -0.370957, 0.071394], [-1.489959, 0.352495, 0.367266], [2.110551, 1.565555, 0.581227], [-1.318100, 0.825781, 1.801301], [-0.550527, -0.626697, -2.048515], [3.159366, -0.606771, 0.105795], [2.743683, -0.406478, -1.677917], [1.559327, 1.677180, -1.192395], [-2.484444, -0.057827, 0.210603], [-1.298242, 1.146796, -0.348181], [2.671158, -0.024550, -0.666316]], "forces_ev_per_a": [[-0.165, -0.025, 0.100], [-0.027, -0.127, 0.058], [0.044, -0.041, -0.031], [0.002, 0.003, -0.025], [-0.005, 0.111, -0.030], [-0.091, 0.055, 0.004], [-0.081, -0.042, 0.198], [0.013, 0.014, 0.064], [-0.081, 0.062, 0.082], [0.013, -0.078, -0.005], [0.022, -0.101, 0.341], [-0.130, 0.050, 0.014], [0.208, 0.014, -0.439], [0.084, -0.008, -0.001], [0.139, 0.110, 0.014], [-0.147, -0.103, 0.012], [0.184, 0.185, 0.005], [-0.066, 0.081, -0.127], [-0.043, 0.027, -0.104], [0.127, -0.186, -0.130]], "mulliken_charge": [-0.6128, 0.3860, 0.3713, 0.3628, -0.8593, -0.0822, 0.3643, 0.3145, 0.3590, 0.0732, -0.3748, 0.3261, -1.1427, 0.3532, 0.3009, 0.2988, 0.3045, 0.3872, 0.3589, -0.4891], "gap_ev": 11.5, "total_charge": 1, "de_lowest_kcal_mol": 19.3, "e_tot_ha": -253.38752, "homo_energy_ev": -14.48, "e_lumo_ev": -2.937}



{"formula": "C5H14N", "method": "the ωB97M-V functional and the def2-TZVPD basis", "elements": ["H", "C", "C", "N", "C", "H", "C", "H", "H", "H", "C", "H", "H", "H", "H", "H", "H", "H", "H", "H"], "coordinates": [[0.998322, -1.586899, -1.043928], [-2.259170, -1.069095, 0.285279], [-2.294528, 0.401267, -0.257353], [0.823652, -0.924111, -0.234732], [1.653635, 1.101201, -1.267393], [2.070576, 2.100500, -1.260730], [2.180638, 0.650219, 1.172810], [-1.798634, -1.765826, -0.420374], [-1.734347, -1.180040, 1.235798], [-0.126470, -0.462427, -0.412125], [1.688189, 0.284859, -0.208157], [1.323176, 0.827155, 1.875050], [-3.257806, -1.359293, 0.545711], [-1.292881, 0.833338, -0.363223], [1.185712, 0.798035, -2.213300], [-2.727300, 0.410870, -1.236535], [-2.825034, 1.110977, 0.433995], [2.802134, 1.533069, 1.123147], [2.770268, -0.198294, 1.603179], [0.819861, -1.505501, 0.642879]], "forces_ev_per_a": [[-0.039, 0.975, 1.025], [0.266, 1.130, 0.171], [0.289, -0.376, 1.388], [-1.065, -0.604, -1.068], [-0.184, -1.089, 0.000], [0.245, -0.237, 0.201], [-0.365, -1.259, 0.363], [-0.414, -0.058, -0.088], [0.255, 0.292, 0.055], [0.875, -1.378, 0.627], [0.149, 1.786, 0.243], [0.644, -0.048, -0.627], [-0.552, -0.463, -0.327], [0.145, 0.158, -0.035], [0.115, 0.092, 0.409], [-0.459, 0.157, -0.450], [0.356, -0.855, -0.719], [0.071, 0.114, 0.046], [-0.288, 0.717, -0.277], [-0.045, 0.944, -0.937]], "mulliken_charge": [0.4138, -0.9813, -0.7644, -0.1732, -0.7861, 0.2933, -1.2441, 0.3920, 0.2943, -0.0739, 0.6203, 0.3239, 0.3343, 0.3219, 0.2795, 0.2801, 0.3101, 0.3890, 0.3477, 0.4228], "gap_ev": 11.3, "total_charge": 1, "de_lowest_kcal_mol": 32.3, "e_tot_ha": -253.36671, "homo_energy_ev": -14.75, "e_lumo_ev": -3.493}



{"formula": "C5H14N", "method": "the ωB97M-V functional and the def2-TZVPD basis", "elements": ["H", "C", "H", "C", "H", "H", "H", "C", "H", "H", "H", "H", "H", "C", "H", "H", "H", "H", "C", "N"], "coordinates": [[-1.155760, -0.612431, -1.531451], [-0.060554, 0.385051, 0.755886], [0.680818, 2.510762, 0.841310], [-1.408636, -0.315165, 0.929986], [-1.797000, -0.132427, 1.930196], [2.177345, -1.116820, 0.566677], [-0.821080, 2.103306, 1.715458], [-0.215837, 1.894997, 0.828938], [-0.835252, 2.261921, 0.010782], [-2.131451, 0.056397, 0.226008], [-0.035516, 0.451921, -2.460795], [0.184460, -1.283403, -2.276896], [1.403661, 0.664325, -0.819440], [0.679020, -0.073445, -0.512044], [0.530763, 0.073916, 1.628614], [1.974054, -1.684302, -0.955300], [-1.334132, -1.407456, 0.892259], [0.843020, -2.081301, 0.134375], [-0.149022, -0.372855, -1.765601], [1.471100, -1.322992, -0.138963]], "forces_ev_per_a": [[-1.030, 0.284, 0.111], [0.127, -0.246, 0.210], [0.238, -0.342, 0.120], [0.317, -0.149, 0.605], [0.005, 0.244, 0.032], [-0.225, -0.178, 0.324], [0.308, 0.182, 0.061], [-0.990, 0.233, -0.010], [0.005, -0.054, -0.262], [-0.388, -0.046, -0.325], [-0.402, 0.005, -0.079], [0.359, 0.211, -0.069], [0.580, 0.122, 0.316], [-0.275, -0.124, -0.156], [0.258, 0.112, -0.156], [-0.011, 0.138, 0.000], [-0.034, 0.031, -0.363], [0.034, 0.125, 0.445], [0.840, -0.482, 0.082], [0.282, -0.064, -0.886]], "mulliken_charge": [0.3595, 0.6018, 0.3845, -1.5852, 0.4459, 0.3624, 0.3975, -1.6093, 0.3790, 0.3969, 0.3109, 0.4165, 0.4302, 0.1000, 0.1638, 0.3777, 0.3659, 0.3195, -1.3221, -0.2954], "gap_ev": 12.2, "total_charge": 1, "de_lowest_kcal_mol": 3.2, "e_tot_ha": -253.41314, "homo_energy_ev": -15.74, "e_lumo_ev": -3.577, "smiles": "CC(C)[C@H](C)[NH3+]"}



{"formula": "C5H14N2", "method": "the ωB97M-V functional and the def2-TZVPD basis", "elements": ["H", "H", "H", "H", "C", "H", "H", "H", "H", "H", "C", "H", "N", "C", "H", "H", "N", "C", "H", "H", "C"], "coordinates": [[0.686811, 1.347088, 2.337459], [2.407230, -0.267441, -0.342716], [-0.754799, 0.584047, 2.575320], [0.252939, -1.218627, -0.430499], [0.467040, -0.333286, 0.137153], [-1.144259, 1.383817, 0.462888], [-1.581234, -1.269579, -2.306027], [0.332667, -1.663578, 1.791834], [0.661773, 0.172501, 3.550986], [-1.605303, 0.197431, -3.597537], [-0.809025, 0.473589, -0.086480], [-1.536803, -0.228549, 0.427473], [-1.226516, 0.655158, -1.537504], [0.707588, -0.737877, 1.677152], [1.420698, 0.322703, -1.470142], [1.791993, -0.922730, 1.888953], [1.609055, 0.367118, -0.465065], [-1.205971, -0.290771, -2.665731], [-0.686555, 1.432227, -1.681689], [-0.098472, -0.365008, -2.800010], [0.311133, 0.361776, 2.534184]], "forces_ev_per_a": [[0.894, 0.269, -0.833], [-0.076, 0.500, -0.095], [-0.275, -0.557, 0.143], [0.000, -0.942, -0.187], [0.542, 0.944, 1.102], [1.426, -0.116, -0.683], [-0.207, 0.627, -0.837], [-2.159, -2.926, 0.966], [-0.333, -0.029, 0.235], [-0.164, -0.875, 1.172], [-3.112, -2.727, 0.166], [0.117, 0.394, -0.785], [-1.873, -0.221, 2.547], [3.066, 2.719, -3.722], [0.303, 0.360, 0.185], [-0.456, 0.268, -0.734], [0.393, -0.814, -0.061], [2.532, 0.625, 1.427], [1.218, 2.412, -1.717], [-0.610, -1.021, -0.973], [-1.227, 1.111, 2.685]], "mulliken_charge": [0.3769, 0.2918, 0.2927, 0.2489, 0.3860, 0.3126, 0.2596, 0.4269, 0.3640, 0.2551, -0.9589, 0.3811, -0.4367, -0.6714, 0.2739, 0.3144, -0.7531, -0.6364, 0.2740, 0.2173, -1.2187], "gap_ev": 9.3, "total_charge": 0, "de_lowest_kcal_mol": 58.3, "e_tot_ha": -308.33020, "homo_energy_ev": -8.34, "e_lumo_ev": 1.007, "smiles": "CC[C@H](N)CNC"}



{"formula": "C5H14N2", "method": "the ωB97M-V functional and the def2-TZVPD basis", "elements": ["C", "H", "C", "H", "H", "H", "N", "H", "N", "H", "H", "H", "C", "H", "C", "H", "H", "C", "H", "H", "H"], "coordinates": [[0.612711, -1.229153, -0.479262], [0.093579, 2.355314, -1.375970], [-0.226016, 1.076425, 0.375078], [-2.298999, 2.311173, -2.181906], [1.745027, -2.970584, -0.431822], [-2.134387, 2.756138, -0.475157], [0.980853, -2.522839, 0.044111], [-0.245213, -0.762173, 2.166781], [0.711818, -0.517287, 1.928738], [0.201102, -3.156032, 0.109834], [1.290732, -1.049500, -1.308163], [-1.160840, 0.695791, 0.817722], [0.774782, -0.073387, 0.538966], [-0.289265, 0.729133, -1.758238], [-1.991042, 1.984368, -1.191420], [-2.619941, 1.133202, -0.921502], [0.043374, 1.918583, 1.010339], [-0.533953, 1.524268, -1.053971], [1.236462, -1.379024, 2.030870], [-0.368768, -1.172171, -0.947012], [1.727749, 0.370659, 0.443366]], "forces_ev_per_a": [[0.608, 0.638, -0.635], [0.300, 0.071, 0.218], [-0.712, -0.611, -0.026], [0.250, 0.135, -0.069], [-0.068, 0.029, -0.186], [-0.467, 0.816, 0.541], [-0.332, -0.421, 0.524], [-0.023, 0.052, 0.009], [-0.247, 0.050, 0.191], [0.053, -0.122, 0.040], [0.096, 0.377, -0.264], [-0.057, 0.073, -0.147], [-0.778, -0.007, 0.723], [-0.262, -0.073, -0.068], [0.426, -1.334, -0.172], [-0.240, 0.137, 0.043], [0.230, 0.003, 0.002], [0.097, 0.342, -0.529], [0.053, 0.025, -0.087], [-0.368, -0.434, 0.280], [1.442, 0.255, -0.390]], "mulliken_charge": [-0.7231, 0.3639, -0.9555, 0.3810, 0.2217, 0.3225, -0.5408, 0.2381, -0.7043, 0.1836, 0.3482, 0.3276, 0.2993, 0.2693, -1.3412, 0.3324, 0.3697, -0.2187, 0.3198, 0.3125, 0.1938], "gap_ev": 9.9, "total_charge": 0, "de_lowest_kcal_mol": 15.4, "e_tot_ha": -308.39849, "homo_energy_ev": -8.98, "e_lumo_ev": 0.947, "smiles": "CCC[C@@H](N)CN"}



Repeat the fifth record exactly.
{"formula": "C5H14N2", "method": "the ωB97M-V functional and the def2-TZVPD basis", "elements": ["H", "H", "H", "H", "C", "H", "H", "H", "H", "H", "C", "H", "N", "C", "H", "H", "N", "C", "H", "H", "C"], "coordinates": [[0.686811, 1.347088, 2.337459], [2.407230, -0.267441, -0.342716], [-0.754799, 0.584047, 2.575320], [0.252939, -1.218627, -0.430499], [0.467040, -0.333286, 0.137153], [-1.144259, 1.383817, 0.462888], [-1.581234, -1.269579, -2.306027], [0.332667, -1.663578, 1.791834], [0.661773, 0.172501, 3.550986], [-1.605303, 0.197431, -3.597537], [-0.809025, 0.473589, -0.086480], [-1.536803, -0.228549, 0.427473], [-1.226516, 0.655158, -1.537504], [0.707588, -0.737877, 1.677152], [1.420698, 0.322703, -1.470142], [1.791993, -0.922730, 1.888953], [1.609055, 0.367118, -0.465065], [-1.205971, -0.290771, -2.665731], [-0.686555, 1.432227, -1.681689], [-0.098472, -0.365008, -2.800010], [0.311133, 0.361776, 2.534184]], "forces_ev_per_a": [[0.894, 0.269, -0.833], [-0.076, 0.500, -0.095], [-0.275, -0.557, 0.143], [0.000, -0.942, -0.187], [0.542, 0.944, 1.102], [1.426, -0.116, -0.683], [-0.207, 0.627, -0.837], [-2.159, -2.926, 0.966], [-0.333, -0.029, 0.235], [-0.164, -0.875, 1.172], [-3.112, -2.727, 0.166], [0.117, 0.394, -0.785], [-1.873, -0.221, 2.547], [3.066, 2.719, -3.722], [0.303, 0.360, 0.185], [-0.456, 0.268, -0.734], [0.393, -0.814, -0.061], [2.532, 0.625, 1.427], [1.218, 2.412, -1.717], [-0.610, -1.021, -0.973], [-1.227, 1.111, 2.685]], "mulliken_charge": [0.3769, 0.2918, 0.2927, 0.2489, 0.3860, 0.3126, 0.2596, 0.4269, 0.3640, 0.2551, -0.9589, 0.3811, -0.4367, -0.6714, 0.2739, 0.3144, -0.7531, -0.6364, 0.2740, 0.2173, -1.2187], "gap_ev": 9.3, "total_charge": 0, "de_lowest_kcal_mol": 58.3, "e_tot_ha": -308.33020, "homo_energy_ev": -8.34, "e_lumo_ev": 1.007, "smiles": "CC[C@H](N)CNC"}